Record 1
16
Properties=species:S:1:pos:R:3:forces:R:3 method="wB97M-V/def2-TZVPD" charge=+1 relative_energy_kcal_mol=89.1 e_tot_ha=-797.35751 gap_ev=11.87 homo_ev=-14.659
C 1.472 1.267 0.546 0.456 -0.744 -2.100
C 1.752 -1.125 -1.034 0.606 -1.607 -0.016
C -3.785 0.536 0.057 -0.932 2.977 -1.526
N -3.030 -0.218 0.434 0.135 -1.498 1.003
O -0.444 0.415 -1.023 -0.409 -0.024 -0.478
O -2.406 -1.144 0.943 0.730 0.266 0.049
O 0.092 -1.001 0.950 -0.078 1.017 -0.561
S 0.596 -0.108 -0.208 0.269 0.541 1.148
H 2.538 1.274 0.399 0.282 -0.152 -0.417
H 1.296 1.313 1.536 -0.548 -0.733 3.678
H 1.004 2.166 0.253 -0.420 0.966 -1.312
H 1.725 -2.123 -0.489 -0.031 1.148 -0.929
H 2.758 -0.715 -0.926 -0.161 0.081 0.071
H 1.533 -1.209 -2.125 -0.216 0.067 0.965
H -0.950 -0.806 1.084 0.206 -0.958 -0.149
H -4.150 1.479 -0.400 0.111 -1.346 0.573


Record 2
8
Properties=species:S:1:pos:R:3:forces:R:3 method="wB97M-V/def2-TZVPD" charge=+1 relative_energy_kcal_mol=83.8 e_tot_ha=-150.24429 gap_ev=10.75 homo_ev=-16.567
C 0.135 -0.205 -0.055 0.570 -6.545 3.101
N 0.766 0.853 0.171 0.238 3.683 -0.208
N -1.139 -0.392 -0.247 0.771 -1.987 0.047
H 1.041 -1.550 0.731 -2.327 2.992 -2.485
H 1.782 0.755 0.277 -0.721 0.943 0.088
H 0.182 1.756 0.168 1.982 -1.274 -0.045
H -1.605 -1.296 -0.275 0.786 -0.059 0.133
H -1.758 0.308 -0.485 -1.299 2.247 -0.632


Record 3
11
Properties=species:S:1:pos:R:3:forces:R:3 method="wB97M-V/def2-TZVPD" charge=+2 e_tot_ha=-4065.83807 gap_ev="8.85 / 4.34" multiplicity=6 homo_ev="-20.510 / -19.758"
Fe 1.881 -2.184 -0.091 10.082 -8.877 -0.475
Br 0.487 -0.988 -0.044 -4.524 3.554 4.093
O -1.602 0.011 -0.643 -2.183 0.577 -0.249
H -1.045 -0.698 -0.322 -3.873 -0.557 -0.007
H -1.263 0.796 -0.214 -0.783 0.772 0.160
O 0.356 0.689 -1.862 1.159 1.294 -1.859
H 0.406 1.340 -1.162 0.292 1.003 -0.133
H 0.397 -0.154 -1.409 -0.348 1.273 -3.271
O -0.067 0.256 2.224 -0.431 -0.768 -0.034
H -0.208 1.087 1.771 -0.143 1.047 0.306
H 0.659 -0.154 1.753 0.753 0.681 1.471